C60H56InN6O4P2S2Te | wB97M-V/def2-TZVPD

## Properties
Charge: +1
Electronic energy: -132970.383 eV
Energy above the lowest of the compared OMol25 structures with the same formula, charge and spin: 102.64 kJ/mol

```
132
C60H56InN6O4P2S2Te (wB97M-V/def2-TZVPD)
In 0.788 -1.780 -1.033
C 2.328 5.791 2.931
O 2.055 6.474 1.718
C 2.539 5.938 0.572
C 2.238 6.631 -0.600
C 2.704 6.165 -1.810
C 3.432 4.978 -1.889
C 3.726 4.286 -0.721
C 3.294 4.769 0.509
N 4.013 4.704 -3.175
N 4.316 3.575 -3.563
C 3.893 2.379 -2.891
C 4.843 1.424 -2.632
C 4.530 0.173 -2.075
C 3.220 -0.176 -1.815
O 2.850 -1.335 -1.335
C 2.214 0.776 -2.182
N 0.934 0.339 -2.070
C -0.054 1.102 -2.481
C 0.161 2.375 -3.027
C 1.441 2.846 -3.132
C 2.528 2.049 -2.708
H 1.838 6.361 3.715
H 3.401 5.753 3.129
H 1.922 4.776 2.911
H 1.667 7.547 -0.532
H 2.520 6.721 -2.720
H 4.338 3.394 -0.758
H 3.561 4.240 1.410
H 5.875 1.667 -2.853
H 5.309 -0.548 -1.867
H -1.054 0.688 -2.401
H -0.682 2.969 -3.350
H 1.624 3.818 -3.570
O -5.659 -5.043 -2.154
C -5.223 -4.817 -0.831
C -3.901 -4.103 -0.862
C -3.156 -3.951 0.301
C -1.977 -3.240 0.247
N -1.509 -2.703 -0.877
C -2.180 -2.907 -2.010
C -3.390 -3.582 -2.039
C -1.487 -2.469 -3.255
C -2.069 -2.556 -4.507
C -1.322 -2.251 -5.637
C -1.950 -2.377 -7.005
O -3.260 -1.846 -7.044
C -0.003 -1.858 -5.470
C 0.501 -1.759 -4.188
N -0.224 -2.050 -3.108
H -6.508 -5.497 -2.135
H -5.109 -5.753 -0.274
H -5.934 -4.188 -0.281
H -3.487 -4.379 1.239
H -1.372 -3.089 1.131
H -3.931 -3.742 -2.959
H -3.097 -2.865 -4.626
H -2.051 -3.436 -7.247
H -1.301 -1.929 -7.761
H -3.211 -0.884 -7.050
H 0.628 -1.627 -6.318
H 1.522 -1.440 -4.011
C -2.451 3.950 5.062
S -2.831 2.207 5.334
C -1.141 1.574 5.538
C -0.460 1.210 4.227
C -1.157 0.046 3.536
N -0.510 -0.311 2.264
P -1.121 0.115 0.746
C -1.387 1.913 0.924
C -2.560 2.446 1.462
C -2.725 3.819 1.557
C -1.732 4.676 1.094
C -0.562 4.155 0.563
C -0.385 2.781 0.495
C -2.837 -0.503 0.607
C -3.531 -0.115 -0.542
C -4.827 -0.546 -0.768
C -5.455 -1.373 0.159
C -4.772 -1.771 1.296
C -3.466 -1.346 1.516
P 0.693 -1.504 2.048
C 0.903 -2.289 3.679
C 1.728 -1.767 4.676
C 1.843 -2.418 5.894
C 1.147 -3.598 6.126
C 0.332 -4.131 5.139
C 0.216 -3.479 3.919
C 2.266 -0.576 1.905
C 3.447 -1.314 1.798
C 4.657 -0.673 1.604
C 4.701 0.713 1.506
C 3.532 1.450 1.601
C 2.313 0.808 1.793
H -3.400 4.472 4.950
H -1.862 4.092 4.156
H -1.924 4.361 5.922
H -1.215 0.700 6.190
H -0.572 2.335 6.072
H 0.583 0.941 4.422
H -0.458 2.075 3.557
H -2.192 0.324 3.337
H -1.170 -0.821 4.203
H -3.357 1.794 1.801
H -3.636 4.220 1.983
H -1.872 5.748 1.146
H 0.211 4.815 0.189
H 0.544 2.386 0.106
H -3.061 0.552 -1.257
H -5.353 -0.231 -1.659
H -6.474 -1.695 -0.006
H -5.255 -2.409 2.025
H -2.945 -1.683 2.404
H 2.291 -0.860 4.496
H 2.486 -2.009 6.661
H 1.251 -4.108 7.074
H -0.201 -5.056 5.312
H -0.406 -3.908 3.142
H 3.420 -2.396 1.868
H 5.567 -1.253 1.521
H 5.647 1.216 1.350
H 3.561 2.528 1.530
H 1.404 1.388 1.885
Te 1.585 -4.323 -0.350
C 1.639 -4.899 -2.362
C 2.606 -4.614 -3.286
C 2.326 -5.170 -4.568
C 1.154 -5.863 -4.592
S 0.389 -5.841 -3.062
H 3.479 -4.023 -3.050
H 2.975 -5.067 -5.426
H 0.710 -6.397 -5.416
```

---

C21H29GeN4O3PtS | wB97M-V/def2-TZVPD

## Properties
Charge: -1
Electronic energy: -104949.485 eV
Energy above the lowest of the compared OMol25 structures with the same formula, charge and spin: 40.48 kJ/mol

```
60
C21H29GeN4O3PtS (wB97M-V/def2-TZVPD)
Pt -0.618 -0.417 -0.788
S 1.588 -0.244 -0.242
C 1.489 0.679 1.258
N 2.467 1.379 1.728
N 3.575 1.466 0.963
C 4.598 2.320 1.328
C 4.589 3.003 2.546
C 5.652 3.826 2.880
C 6.733 3.992 2.023
C 6.735 3.314 0.809
C 5.684 2.484 0.461
N 0.382 0.662 2.114
N -0.652 0.087 1.677
C -1.758 0.052 2.560
C -1.710 0.517 3.875
C -2.841 0.439 4.669
C -4.023 -0.101 4.170
C -4.063 -0.571 2.863
C -2.935 -0.499 2.061
H 3.521 1.143 0.004
H 3.743 2.877 3.206
H 5.633 4.352 3.827
H 7.555 4.642 2.291
H 7.566 3.431 0.124
H 5.690 1.957 -0.486
H -0.784 0.936 4.244
H -2.804 0.803 5.689
H -4.906 -0.153 4.796
H -4.979 -0.992 2.466
H -2.940 -0.860 1.040
C -3.652 0.903 -3.325
C -3.179 0.963 -1.884
C -4.308 1.314 -0.927
O -2.653 -0.344 -1.518
C -2.057 2.026 -1.726
O -2.340 3.149 -2.132
O -0.980 1.660 -1.160
H -4.513 0.232 -3.424
H -2.848 0.550 -3.974
H -3.940 1.903 -3.641
H -5.089 0.547 -0.959
H -4.736 2.272 -1.215
H -3.935 1.391 0.095
H -3.206 -1.041 -1.881
C 2.186 -2.960 -2.461
Ge 0.290 -3.310 -2.120
C -0.700 -2.796 -3.737
C 0.135 -5.273 -1.950
C -0.490 -2.435 -0.572
H 2.560 -3.702 -3.170
H 2.769 -3.019 -1.542
H 2.327 -1.965 -2.884
H -0.234 -3.217 -4.630
H -0.706 -1.708 -3.823
H -1.735 -3.145 -3.694
H 0.591 -5.765 -2.813
H -0.908 -5.589 -1.886
H 0.650 -5.615 -1.051
H 0.035 -2.731 0.339
H -1.519 -2.821 -0.492
```

---

C4H10N3O | wB97M-V/def2-TZVPD

## Properties
Charge: +1
Electronic energy: -10817.412 eV
Energy above the lowest of the compared OMol25 structures with the same formula, charge and spin: 385.21 kJ/mol

```
18
C4H10N3O (wB97M-V/def2-TZVPD)
C 2.866 0.333 -0.234
C -3.000 -0.676 -0.084
C -2.803 0.312 0.977
C -1.931 0.479 -0.319
N 2.761 0.103 1.077
N -0.617 0.171 -0.064
N 3.136 -0.543 -1.135
O 0.293 0.531 -0.796
H -2.660 -1.761 0.176
H -3.672 -0.706 -0.828
H -3.433 1.111 1.095
H -1.999 0.160 1.857
H -2.105 1.035 -1.246
H 2.545 0.919 1.744
H 2.600 -0.806 1.589
H 3.549 -1.497 -0.941
H 3.021 -0.224 -2.135
H 2.697 1.330 -0.364
```

---

C22H31BrCoN7O3S | wB97M-V/def2-TZVPD

## Properties
Charge: +2
2S+1: 5
Electronic energy: -158381.180 eV
⟨S²⟩: 6.067

```
66
C22H31BrCoN7O3S (wB97M-V/def2-TZVPD)
Co 1.025 1.225 -0.514
O -0.584 2.667 2.382
C -0.874 1.542 3.079
C -2.017 1.548 3.876
C -2.366 0.437 4.621
C -1.572 -0.708 4.597
C -0.430 -0.706 3.818
C -0.071 0.399 3.040
C 1.251 0.399 2.273
O 1.456 1.432 1.436
N 1.331 -0.900 1.475
N 1.438 -0.846 0.213
C 1.572 -1.978 -0.487
C 1.814 -1.936 -1.855
Br 2.188 -0.247 -2.621
C 1.961 -3.040 -2.683
C 1.596 -4.390 -2.423
C 2.271 -5.390 -3.159
C 2.021 -6.722 -2.918
C 1.054 -7.082 -1.981
C 0.327 -6.109 -1.292
C 0.589 -4.775 -1.509
H 0.260 2.483 1.916
H -2.608 2.455 3.905
H -3.253 0.467 5.242
H -1.822 -1.569 5.203
H 0.223 -1.576 3.860
H 2.067 0.272 3.001
H 1.334 -1.804 1.945
H 1.588 -2.942 0.014
H 2.451 -2.861 -3.634
H 3.016 -5.100 -3.890
H 2.563 -7.483 -3.461
H 0.841 -8.129 -1.809
H -0.457 -6.404 -0.608
H -0.029 -4.027 -1.031
C -3.364 -0.502 0.839
N -3.321 0.594 -0.124
C -4.560 1.300 -0.449
C -2.123 0.989 -0.604
N -0.978 0.571 -0.170
N -2.199 1.910 -1.647
C -1.158 2.510 -2.329
N -1.567 3.283 -3.363
N 0.069 2.364 -1.969
H -4.384 -0.870 0.894
H -3.044 -0.192 1.836
H -2.736 -1.327 0.498
H -5.350 0.915 0.187
H -4.873 1.133 -1.485
H -4.477 2.370 -0.251
H -1.105 -0.005 0.654
H -3.123 2.146 -1.962
H -2.517 3.285 -3.690
H -0.886 3.740 -3.943
H 0.716 2.879 -2.555
C 3.507 5.031 -1.176
S 3.561 3.554 -0.190
C 2.777 4.199 1.272
O 2.564 2.617 -0.846
H 4.174 5.765 -0.720
H 2.482 5.402 -1.212
H 3.871 4.775 -2.169
H 3.385 5.026 1.642
H 2.733 3.399 2.007
H 1.775 4.541 1.005
```

---

C12H16F6IrN2O5S2Si2 | wB97M-V/def2-TZVPD

## Properties
Charge: +2
2S+1: 2
Electronic energy: -82472.003 eV
Energy above the lowest of the compared OMol25 structures with the same formula, charge and spin: 0.00 kJ/mol
⟨S²⟩: 0.768

```
46
C12H16F6IrN2O5S2Si2 (wB97M-V/def2-TZVPD)
Ir -0.079 0.477 1.437
C -0.522 -3.063 1.840
Si -0.794 -1.699 0.619
C -2.559 -1.442 0.135
C 0.307 -1.931 -0.915
C -0.135 -2.591 -2.060
C 0.737 -2.770 -3.110
C 2.077 -2.249 -3.042
C 2.520 -1.563 -1.919
C 1.654 -1.368 -0.860
Si 2.095 -0.330 0.674
C 2.962 1.232 0.190
C 3.032 -1.341 1.916
H -0.861 -3.996 1.380
H -1.131 -2.913 2.735
H 0.517 -3.204 2.138
H -2.986 -2.420 -0.110
H -2.676 -0.796 -0.736
H -3.150 -1.029 0.954
H -1.142 -2.982 -2.124
H 0.433 -3.307 -4.000
H 2.730 -2.384 -3.895
H 3.526 -1.162 -1.908
H 3.974 0.982 -0.146
H 3.071 1.908 1.040
H 2.454 1.761 -0.616
H 3.991 -1.620 1.470
H 2.539 -2.260 2.227
H 3.260 -0.745 2.803
O 0.434 -0.635 4.009
N 0.217 -0.181 3.011
F -2.185 4.844 0.652
C -3.119 4.102 1.218
F -4.280 4.290 0.637
F -3.185 4.339 2.509
S -2.661 2.313 1.006
O -1.328 2.218 1.667
O -3.684 1.494 1.545
N -2.503 2.148 -0.556
S -1.256 1.738 -1.355
O -1.529 1.025 -2.546
O -0.213 1.018 -0.498
C -0.306 3.271 -1.788
F 0.736 2.910 -2.518
F 0.108 3.832 -0.659
F -1.090 4.082 -2.451
```

---

C6H10N4 | wB97M-V/def2-TZVPD

## Properties
Charge: 0
Electronic energy: -12338.744 eV
Energy above the lowest of the compared OMol25 structures with the same formula, charge and spin: 552.56 kJ/mol

```
20
C6H10N4 (wB97M-V/def2-TZVPD)
C 2.763 -1.236 -1.377
C 2.947 -0.976 0.029
C 1.605 -0.563 -1.715
C -2.954 -0.631 0.830
C 0.559 1.930 1.545
C -3.637 -0.666 -0.323
N 2.038 -0.060 0.417
N 1.238 0.202 -0.680
N -0.212 1.623 0.483
N 0.163 1.004 -0.565
H 3.146 -1.994 -2.030
H 3.776 -1.213 0.630
H 0.973 -0.526 -2.570
H -1.908 -0.795 0.849
H -3.249 -0.550 1.847
H 0.231 2.486 2.366
H 1.441 1.414 1.591
H -3.086 -0.847 -1.358
H -4.690 -0.577 -0.339
H -1.144 1.977 0.370
```

---

C6H27N2O5 | wB97M-V/def2-TZVPD

## Properties
Charge: +1
Electronic energy: -19871.617 eV
Energy above the lowest of the compared OMol25 structures with the same formula, charge and spin: 186.58 kJ/mol

```
40
C6H27N2O5 (wB97M-V/def2-TZVPD)
C 1.935 0.802 -1.915
C 1.329 0.045 -0.752
C 1.755 0.483 0.629
C 1.133 1.798 1.052
C -0.238 1.702 1.730
C -1.306 1.949 0.657
N -2.646 1.529 1.248
N 1.654 -1.437 -0.877
H 1.584 1.867 -1.726
H 3.013 0.851 -1.914
H 1.513 0.671 -2.929
H 0.224 0.053 -0.810
H 1.232 -0.157 1.383
H 2.832 0.454 0.795
H 1.064 2.643 0.365
H 1.848 2.353 1.755
H -0.337 0.747 2.253
H -0.303 2.420 2.592
H -1.287 3.025 0.443
H -1.092 1.321 -0.197
H -2.990 0.783 0.615
H -3.306 2.318 1.213
H -4.016 -1.262 0.613
H 1.900 -1.515 -1.859
H 2.548 -1.653 -0.439
H -2.980 0.025 -2.630
H -3.614 1.354 -3.007
O -2.982 0.969 -2.394
H -0.348 -2.331 1.281
H 0.509 -3.359 2.061
O 0.047 -2.526 2.151
H 5.277 -1.437 0.186
H 4.345 -2.674 0.363
O 4.412 -1.724 0.494
H -0.407 -2.835 -1.334
H -1.826 -3.489 -1.627
O -1.361 -2.805 -1.143
H -2.518 1.330 2.236
H -3.035 -1.514 -0.458
O -3.560 -0.773 -0.101
```

---

C11H13N3O | wB97M-V/def2-TZVPD

## Properties
Charge: 0
Electronic energy: -18127.491 eV
Energy above the lowest of the compared OMol25 structures with the same formula, charge and spin: 801.45 kJ/mol

```
28
C11H13N3O (wB97M-V/def2-TZVPD)
C 0.069 -1.907 -1.530
C -1.422 -0.024 -0.322
C -1.279 1.139 0.559
C -2.501 1.493 1.303
C -3.793 0.139 -0.081
C -2.710 -0.608 -0.660
C 0.878 -1.424 1.166
C 1.971 -0.966 1.948
C 2.619 0.044 1.243
C 1.918 0.400 0.236
C 2.458 1.364 -0.828
H 1.152 -1.685 -2.281
H 0.508 -2.865 -0.500
H -1.113 -2.074 -2.161
H -0.262 1.526 0.697
H -2.524 2.410 1.879
H -4.743 -0.239 -0.373
H -2.637 -1.654 -1.226
H -0.029 -1.822 1.539
H 2.542 -1.439 2.731
H 3.562 0.665 1.583
H 3.527 1.615 -0.518
H 2.334 0.987 -1.992
H 0.900 2.402 -1.560
N -0.191 -0.496 -0.914
N -3.700 0.905 0.935
N 0.798 -0.501 0.123
O 1.669 2.613 -0.995
```